(1)
C6H24F2N12O6Sr | the ωB97M-V functional and the def2-TZVPD basis

Atoms and positions in Å:
Sr1 -0.3245 -0.3364 -0.0809
F1 1.9763 -0.1594 0.8422
F2 -2.4283 -1.6599 -0.1354
C1 -1.2781 -1.0125 3.1354
O1 -0.6244 -0.3515 2.3856
N1 -1.2732 -2.2996 3.1594
N2 -2.1792 -0.5689 3.9663
H1 -0.9727 -2.7920 2.3304
H2 -1.8938 -2.8517 3.7341
H3 -2.5442 0.3678 4.0637
H4 -2.6378 -1.2475 4.5572
C2 -2.5940 1.3798 -1.8994
O2 -1.5003 0.8298 -1.9288
N3 -2.8013 2.6717 -2.1183
N4 -3.7306 0.8422 -1.4662
H5 -2.0466 3.3203 -2.2914
H6 -3.7360 3.0466 -2.1951
H7 -3.7065 -0.1188 -1.1564
H8 -4.6191 1.2718 -1.6813
C3 -1.2580 2.8538 1.4350
O3 -1.5584 1.7699 0.9917
N5 -2.0780 3.7803 1.8928
N6 -0.0526 3.3642 1.4183
H9 -3.0382 3.6255 1.6203
H10 -1.6554 4.6567 2.1640
H11 0.7460 2.8027 1.1594
H12 0.0365 4.3529 1.6045
C4 1.2062 -3.6162 1.4377
O4 0.3389 -2.9094 1.0108
N7 1.0486 -4.7549 2.0668
N8 2.4546 -3.3069 1.4509
H13 1.7036 -5.3035 2.6055
H14 0.1045 -5.0873 1.9317
H15 2.9004 -3.8181 2.1992
H16 2.6369 -2.3369 1.2364
C5 1.7027 2.0046 -1.9481
O5 0.9407 1.6497 -1.1716
N9 1.3681 2.6484 -3.0116
N10 2.9909 1.5487 -2.0949
H17 2.0638 2.7837 -3.7312
H18 0.3754 2.6734 -3.1961
H19 3.5777 2.0575 -2.7405
H20 3.4050 0.9593 -1.3869
C6 1.8868 -1.7053 -2.2804
O6 0.8137 -1.9730 -1.8756
N11 2.2182 -1.7835 -3.5659
N12 2.8871 -1.3688 -1.6178
H21 3.1875 -1.6146 -3.7941
H22 1.6007 -2.0678 -4.3129
H23 3.6801 -0.9512 -2.0835
H24 2.6799 -1.2654 -0.6347

The HOMO energy comes out at -7.91 eV. The HOMO-LUMO gap comes out at 8.34 eV. For the total energy, the calculation gives -43056.0162 eV.


(2)
C6H24FInO6 | the ωB97M-V functional and the def2-TZVPD basis

Atoms and positions in Å:
In1 2.1544 -0.2472 2.3767
F1 0.3236 0.2518 0.0872
C1 4.5182 0.1349 -1.2166
O1 3.3891 -0.1617 -0.3691
H1 5.4519 -0.0031 -0.6787
H2 4.4211 -0.4326 -2.1428
H3 4.4636 1.2036 -1.4396
H4 2.6263 -0.0002 -0.9355
C2 1.0322 -1.2834 -2.9003
O2 0.6530 0.0442 -2.5616
H5 1.8348 -1.6339 -2.2469
H6 0.2205 -2.0025 -2.7428
H7 1.2606 -1.2850 -3.9626
H8 0.5245 0.1432 -1.5948
C3 -1.9281 -2.1729 -1.1328
O3 -1.9002 -1.1490 -0.1327
H9 -1.8181 -1.8473 -2.1681
H10 -1.0459 -2.7851 -0.9083
H11 -2.7898 -2.7936 -0.9039
H12 -1.1206 -0.5913 -0.3236
C4 -2.5244 1.8326 -1.2180
O4 -1.5738 2.1826 -0.2916
H13 -1.9810 1.4387 -2.0907
H14 -3.2007 1.0186 -0.8863
H15 -3.1787 2.6685 -1.4647
H16 -0.8931 1.4887 -0.3048
C5 -1.4552 -2.1946 3.0202
O5 -0.6841 -1.2277 2.3737
H17 -1.0930 -2.3180 4.0393
H18 -2.4854 -1.8250 3.1232
H19 -1.5518 -3.1653 2.5234
H20 -1.1182 -1.0397 1.5277
C6 -0.0391 3.2339 2.8026
O6 -0.1295 1.8502 2.5266
H21 0.8076 3.6779 2.2649
H22 -0.9512 3.7583 2.5073
H23 0.1917 3.4878 3.8359
H24 -0.4112 1.7436 1.6080

As for the total charge: +2. The HOMO energy comes out at -16.70 eV. The HOMO-LUMO gap comes out at 2.90 eV. For the total energy, the calculation gives -26762.1508 eV.


(3)
C6H24FO6 | the ωB97M-V functional and the def2-TZVPD basis

Atoms and positions in Å:
F1 -17.0106 4.3197 -6.0466
C1 -15.7954 1.2035 -7.8930
O1 -16.2280 0.6381 -6.6439
H1 -16.3708 0.7520 -8.7012
H2 -16.1404 2.2364 -7.9384
H3 -14.7131 1.1741 -8.0187
H4 -16.8824 -0.0210 -6.8867
C2 -17.3917 4.4049 -9.3984
O2 -18.2101 4.8275 -8.3394
H5 -16.3092 4.4556 -9.2819
H6 -17.5988 3.3822 -9.7136
H7 -17.5618 5.0446 -10.2644
H8 -17.7531 4.6989 -7.5050
C3 -13.4549 4.4831 -6.1133
O3 -14.5077 3.5143 -5.9977
H9 -12.8169 4.1334 -5.3017
H10 -12.9110 4.5212 -7.0572
H11 -13.8658 5.4303 -5.7638
H12 -15.3627 3.9145 -6.1718
C4 -14.3950 5.9553 -3.0817
O4 -15.4677 5.2769 -3.7105
H13 -13.5765 6.1599 -3.7718
H14 -14.7770 6.8961 -2.6853
H15 -14.0687 5.3268 -2.2531
H16 -15.9510 5.9203 -4.2340
C5 -19.1856 4.8856 -2.3755
O5 -18.7125 4.3451 -3.6111
H17 -18.9346 5.9455 -2.3353
H18 -20.2730 4.8154 -2.3509
H19 -18.9224 4.3342 -1.4728
H20 -19.1610 4.8548 -4.2898
C6 -16.8722 7.7871 -6.4652
O6 -17.3855 6.9600 -5.4206
H21 -16.3633 8.6662 -6.0699
H22 -16.1716 7.1764 -7.0348
H23 -17.6768 8.0220 -7.1620
H24 -17.3431 6.0386 -5.6864

As for the total charge: -1. The HOMO energy comes out at -5.72 eV. The HOMO-LUMO gap comes out at 9.18 eV. For the total energy, the calculation gives -21612.6252 eV.


(4)
C6H24FeN12O6 | the ωB97M-V functional and the def2-TZVPD basis

Atoms and positions in Å:
Fe1 -25.1780 26.1495 -30.5224
C1 -25.8932 29.2309 -31.3944
O1 -25.6553 28.1016 -30.9352
N1 -27.1326 29.7726 -31.3467
N2 -24.9084 29.9611 -31.9607
H1 -27.7560 29.0950 -30.9390
H2 -27.3375 30.7538 -31.4000
H3 -25.0851 30.9209 -32.2041
H4 -24.0004 29.5663 -32.1331
C2 -24.0749 26.4378 -33.6647
O2 -24.5444 26.3271 -32.5202
N3 -24.3179 27.5163 -34.4440
N4 -23.2195 25.5130 -34.1787
H5 -24.9488 28.1662 -34.0060
H6 -24.0278 27.5945 -35.4014
H7 -23.2579 25.4058 -35.1798
H8 -23.0452 24.7041 -33.6053
C3 -22.5047 26.4735 -28.8088
O3 -23.5916 26.7235 -29.5193
N5 -21.6713 27.4633 -28.3066
N6 -22.2740 25.1695 -28.2517
H9 -21.8973 28.4282 -28.4924
H10 -20.8867 27.3116 -27.6954
H11 -22.7636 24.3032 -28.6036
H12 -21.6832 25.1157 -27.4082
C4 -24.3833 22.9939 -30.9259
O4 -24.8917 24.1326 -30.8625
N7 -23.0544 22.8084 -31.0307
N8 -25.1284 21.8666 -30.9805
H13 -22.5255 23.6664 -31.1061
H14 -22.5869 21.9184 -31.0727
H15 -24.6442 20.9858 -30.9547
H16 -26.1277 21.9444 -30.9369
C5 -26.2989 24.7091 -27.8477
O5 -25.7130 25.5153 -28.6006
N9 -27.1665 23.7887 -28.3384
N10 -25.8797 24.5446 -26.5761
H17 -27.3849 23.7774 -29.3178
H18 -27.3858 22.9972 -27.7560
H19 -25.3457 25.3284 -26.2326
H20 -26.3962 24.0075 -25.8997
C6 -28.3292 25.8966 -31.2982
O6 -27.1270 25.9102 -30.9580
N11 -29.2820 25.6765 -30.3698
N12 -28.6919 26.1027 -32.5980
H21 -30.2071 25.9811 -30.6212
H22 -28.9569 25.4733 -29.4400
H23 -27.8654 26.4113 -33.0903
H24 -29.5886 26.5495 -32.7143

The spin multiplicity is 9. As for the total charge: +2. The HOMO energy (alpha / beta) comes out at -7.55 / -14.93 eV. The HOMO-LUMO gap (alpha / beta) comes out at 2.82 / 6.75 eV. For the total energy, the calculation gives -71149.9148 eV.


(5)
C6H24N12O6 | the ωB97M-V functional and the def2-TZVPD basis

Atoms and positions in Å:
C1 -1.9942 2.5813 -4.2769
O1 -1.7524 2.8105 -5.4743
N1 -1.6639 1.4506 -3.6925
N2 -2.8874 3.2026 -3.5496
H1 -2.0322 1.2275 -2.7789
H2 -1.0911 0.8086 -4.2215
H3 -3.2122 2.7663 -2.6986
H4 -3.2947 4.0770 -3.8487
C2 -3.8866 -0.4674 -1.8576
O2 -2.8788 0.1467 -1.5308
N3 -4.9277 0.0570 -2.4277
N4 -4.0547 -1.7580 -1.6980
H5 -5.7937 -0.4556 -2.3420
H6 -4.8796 1.0563 -2.5667
H7 -4.9285 -2.2606 -1.7612
H8 -3.2532 -2.2535 -1.3345
C3 -1.1370 0.9149 4.3144
O3 -1.6404 1.9574 4.7081
N5 -1.6059 0.1858 3.3611
N6 0.0703 0.5297 4.6011
H9 -2.5698 0.4384 3.1965
H10 -1.0491 -0.6548 3.3017
H11 0.3477 -0.2916 4.0828
H12 0.6704 1.1700 5.1011
C4 2.0080 -3.6688 -1.6489
O4 1.3581 -4.2690 -0.8299
N7 1.6533 -2.5807 -2.3257
N8 3.1537 -4.1454 -2.0026
H13 0.8467 -2.0104 -2.1155
H14 2.2149 -2.1517 -3.0472
H15 3.6511 -3.5709 -2.6680
H16 3.4877 -4.7929 -1.3032
C5 0.7851 0.2913 0.4530
O5 1.3412 -0.2428 -0.4589
N9 1.3815 0.7031 1.5424
N10 -0.5438 0.3199 0.5099
H17 2.3858 0.6194 1.4753
H18 1.0233 1.4357 2.1383
H19 -1.1431 0.0343 -0.2512
H20 -1.0501 0.7497 1.2708
C6 4.3820 0.6069 3.2579
O6 3.9342 0.1759 4.3120
N11 5.1159 1.6782 3.1908
N12 4.3214 -0.0184 2.0807
H21 5.2753 2.1413 2.3074
H22 5.2934 1.9766 4.1392
H23 3.7661 -0.8619 2.0975
H24 4.8028 0.3412 1.2689

The spin multiplicity is 2. As for the total charge: -1. The HOMO energy (alpha / beta) comes out at 0.38 / -6.81 eV. The HOMO-LUMO gap (alpha / beta) comes out at 1.65 / 8.75 eV. For the total energy, the calculation gives -36780.5249 eV.


(6)
C6H24N12O6 | the ωB97M-V functional and the def2-TZVPD basis

Atoms and positions in Å:
N1 2.3026 3.2738 2.9940
C1 1.3143 2.9922 2.2074
N2 1.3009 3.8598 1.2559
O1 0.5949 1.9866 2.3087
H1 2.2418 2.6820 3.8102
H2 2.8931 4.0931 2.9836
H3 2.1626 4.3159 0.9922
H4 0.5673 3.7571 0.5693
N3 -1.1474 1.8329 4.4537
C2 -1.0377 0.7250 5.1186
N4 -0.4497 -0.0990 4.3169
O2 -1.5519 0.5347 6.1730
H5 -0.6633 2.1580 3.6290
H6 -1.4314 2.6769 4.9303
H7 0.0690 0.2255 3.5133
H8 -0.6120 -1.0900 4.4250
N5 -2.6291 -1.4971 -2.0357
C3 -3.4809 -0.8072 -2.7536
N6 -2.8880 0.0913 -3.4584
O3 -4.6473 -1.0431 -2.6259
H9 -1.6594 -1.2182 -2.0802
H10 -3.0599 -2.0998 -1.3492
H11 -1.8793 0.1345 -3.4861
H12 -3.4586 0.6604 -4.0671
N7 1.1821 -0.9397 -4.4752
C4 2.1737 -0.2385 -4.1405
N8 2.7751 -0.8118 -3.0994
O4 2.5017 0.6340 -4.8619
H13 0.7018 -0.4781 -5.2344
H14 0.9699 -1.8419 -4.0739
H15 3.6509 -0.3400 -2.9250
H16 2.6357 -1.7651 -2.7964
N9 -0.8896 -2.6756 0.3749
C5 0.0456 -3.3692 -0.2402
N10 0.9297 -3.8707 0.5907
O5 0.0805 -3.5204 -1.5020
H17 -1.6901 -2.2977 -0.1114
H18 -0.7171 -2.6220 1.3686
H19 1.0884 -3.1500 1.2803
H20 1.6804 -4.4289 0.2100
N11 1.0542 0.7178 -0.2596
C6 -0.1009 0.5897 -0.8139
N12 -0.9707 0.3630 0.1994
O6 -0.3619 0.3506 -2.0090
H21 1.9115 0.6070 -0.7820
H22 0.9146 0.9494 0.7135
H23 -0.5570 -0.1287 0.9786
H24 -1.8591 0.1213 -0.2158

The structure (SMILES) is NC(N)=O.NC(N)=O.NC(N)=O.NC(N)=O.NC(N)=O.NC(N)=O. The HOMO energy comes out at -9.33 eV. The HOMO-LUMO gap comes out at 8.97 eV. For the total energy, the calculation gives -36779.6218 eV.